A cluster of 7 separate species, C22H42Cl12N4O4P in total in a non-equilibrium geometry, computed with the ωB97M-V functional and the def2-TZVPD basis.

Geometry as XYZ:
```
85
C22H42Cl12N4O4P the ωB97M-V functional and the def2-TZVPD basis
C -4.125 2.120 0.790
C -3.363 2.494 -0.538
C -2.129 3.453 -0.326
N -0.993 2.586 0.166
N -0.886 2.525 1.467
C 0.078 1.731 1.961
P 0.227 1.631 3.864
N 1.840 2.128 4.342
O -0.812 2.794 4.478
C 0.945 0.982 1.033
C 2.030 0.026 1.620
C 2.087 -1.276 0.753
C 0.698 -1.986 0.542
O 0.474 -2.242 -0.870
C 0.824 1.106 -0.399
C -0.274 2.010 -0.810
O -0.534 2.234 -2.149
N 0.724 2.310 -2.861
O 1.194 3.343 -2.630
H -4.380 1.030 0.727
H -3.490 2.250 1.703
H -5.040 2.747 0.919
H -3.005 1.558 -1.043
H -4.089 2.985 -1.227
H -1.846 4.038 -1.227
H -2.365 4.193 0.481
H 1.901 3.138 4.135
H 2.472 1.689 3.663
H -0.359 3.663 4.488
H 3.013 0.556 1.457
H 1.937 -0.141 2.716
H 2.786 -2.046 1.173
H 2.489 -1.054 -0.274
H -0.182 -1.420 0.928
H 0.664 -2.996 1.037
H 1.322 -2.623 -1.167
H 1.440 0.568 -1.144
Cl -3.098 0.690 -6.484
C -2.581 0.917 -4.796
C -2.267 -0.395 -4.112
Cl -3.726 -1.379 -3.844
H -3.366 1.464 -4.274
H -1.688 1.544 -4.822
H -1.830 -0.204 -3.130
H -1.561 -0.988 -4.690
Cl 6.830 2.882 -2.510
C 5.221 2.788 -3.264
C 4.239 2.020 -2.411
Cl 4.632 0.283 -2.330
H 5.335 2.337 -4.249
H 4.873 3.813 -3.396
H 3.241 2.097 -2.838
H 4.205 2.407 -1.393
Cl -0.857 -5.383 -0.907
C -0.888 -5.358 -2.686
C 0.327 -6.025 -3.286
Cl 1.819 -5.087 -2.998
H -0.975 -4.320 -3.008
H -1.791 -5.886 -2.994
H 0.209 -6.106 -4.366
H 0.475 -7.025 -2.883
Cl 0.375 -1.816 4.793
C 1.747 -2.541 5.675
C 3.021 -2.528 4.864
Cl 2.943 -3.640 3.472
H 1.466 -3.552 5.963
H 1.882 -1.954 6.585
H 3.857 -2.854 5.482
H 3.247 -1.530 4.486
Cl -3.468 5.573 -8.081
C -1.996 5.332 -7.112
C -2.287 4.649 -5.796
Cl -3.208 5.692 -4.682
H -1.525 6.303 -6.963
H -1.322 4.714 -7.707
H -1.351 4.400 -5.292
H -2.852 3.727 -5.939
Cl -2.306 -3.455 8.251
C -1.715 -5.013 7.623
C -0.509 -5.514 8.382
Cl 0.934 -4.506 8.090
H -1.498 -4.888 6.562
H -2.534 -5.726 7.721
H -0.259 -6.524 8.057
H -0.691 -5.537 9.455
```

Summary:
* net charge: +1
* E_HOMO: -11.7 eV

=====

A structure of composition C22H42Cl2MoN7O2S, computed with the ωB97M-V functional and the def2-TZVPD basis.

Geometry as XYZ:
```
77
C22H42Cl2MoN7O2S the ωB97M-V functional and the def2-TZVPD basis
Mo -0.323 -0.580 0.793
C -3.046 -0.527 3.544
C -2.990 0.573 2.480
N -2.496 0.115 1.134
C -3.013 1.077 0.107
C -2.113 1.079 -1.104
N -0.706 1.107 -0.635
C -0.247 2.485 -0.256
C -0.297 2.860 1.218
C 0.778 2.220 2.077
N 0.614 0.750 2.303
C 0.177 0.429 3.693
C 0.009 -1.066 3.817
N -0.894 -1.594 2.755
C -2.300 -1.799 3.195
H -4.083 -0.813 3.725
H -2.686 -0.124 4.491
H -2.353 1.396 2.792
H -3.988 0.989 2.338
H -2.964 -0.774 0.967
H -3.028 2.067 0.559
H -4.045 0.834 -0.151
H -2.321 1.943 -1.738
H -2.235 0.189 -1.717
H -0.150 0.875 -1.461
H -0.837 3.196 -0.837
H 0.787 2.583 -0.600
H -1.286 2.716 1.653
H -0.121 3.938 1.257
H 0.804 2.707 3.053
H 1.756 2.376 1.616
H 1.554 0.356 2.220
H -0.740 0.974 3.903
H 0.933 0.773 4.402
H -0.364 -1.335 4.807
H 0.977 -1.554 3.687
H -0.549 -2.528 2.559
H -2.296 -2.458 4.066
H -2.800 -2.351 2.395
O 1.453 -4.220 0.481
C 0.669 -3.330 0.413
O 0.829 -2.138 1.026
C -0.644 -3.413 -0.296
C -1.074 -4.612 -0.829
C -2.304 -4.657 -1.463
C -3.053 -3.490 -1.528
C -2.550 -2.333 -0.964
N -1.355 -2.272 -0.349
H -0.433 -5.478 -0.734
H -2.672 -5.578 -1.896
H -4.022 -3.467 -2.007
H -3.139 -1.429 -1.014
Cl 3.886 -1.997 -2.893
C 2.797 -3.372 -3.016
Cl 1.076 -2.862 -3.127
H 2.894 -3.992 -2.132
H 3.017 -3.913 -3.928
C 1.011 2.629 -4.077
C 1.598 1.227 -4.091
N 1.431 0.543 -2.793
C 2.227 0.746 -1.726
S 1.974 -0.308 -0.353
N 3.181 1.640 -1.760
C 4.097 2.035 -0.676
C 4.065 3.536 -0.463
H 1.158 3.104 -5.046
H 1.481 3.266 -3.325
H -0.062 2.594 -3.887
H 2.656 1.230 -4.373
H 1.092 0.602 -4.824
H 1.091 -0.413 -2.838
H 3.383 2.063 -2.660
H 5.098 1.709 -0.962
H 3.813 1.478 0.214
H 4.350 4.072 -1.370
H 4.781 3.809 0.311
H 3.078 3.887 -0.155
```

Summary:
* net charge: +3
* E_HOMO (spin up / spin down): -17.2 / -17.2 eV

=====

A structure of composition C22H42Cl3IrN4O4Si in a non-equilibrium geometry, computed with the ωB97M-V functional and the def2-TZVPD basis.

Geometry as XYZ:
```
77
C22H42Cl3IrN4O4Si the ωB97M-V functional and the def2-TZVPD basis
C 2.722 -2.343 -1.250
C 2.370 -1.599 -2.497
H 2.050 -3.204 -1.106
H 2.661 -1.701 -0.362
H 3.747 -2.743 -1.327
C 2.392 -2.207 -3.698
C 2.629 -3.662 -3.869
H 2.285 -1.640 -4.625
H 1.895 -4.268 -3.316
H 3.631 -3.980 -3.541
H 2.530 -3.916 -4.930
Ir 0.631 1.289 0.053
Cl 1.983 0.023 1.424
Cl 2.499 2.545 -0.497
C 0.654 3.677 1.779
O 0.271 2.467 1.662
N -0.236 4.655 1.874
C -1.665 4.341 1.867
C 0.182 6.047 1.773
H 1.718 3.952 1.791
H -1.874 3.543 2.588
H -2.000 4.023 0.868
H -2.183 5.258 2.150
H 1.005 6.237 2.472
H -0.678 6.673 2.021
H 0.532 6.289 0.757
H 0.206 -4.811 2.806
H -1.515 -4.571 0.438
C -0.791 -5.177 3.096
C -2.311 -4.720 1.179
N -1.849 -4.372 2.509
H -0.872 -5.126 4.189
C -2.317 -3.277 3.138
O -3.153 -2.494 2.655
H -3.172 -4.101 0.924
H -1.867 -3.131 4.139
H -0.898 -6.213 2.758
H -2.591 -5.779 1.170
O 0.905 -0.051 -1.378
C 2.000 -0.141 -2.325
C 0.625 0.164 -4.431
C 1.594 0.644 -3.556
H 0.255 -0.859 -4.308
C 0.146 0.990 -5.457
H 2.848 0.362 -1.843
C 2.151 1.910 -3.750
H -0.638 0.613 -6.113
C 0.667 2.275 -5.620
C 1.683 2.730 -4.775
H 2.935 2.244 -3.070
H 0.288 2.916 -6.418
H 2.111 3.726 -4.902
Si -0.823 -1.166 -1.346
Cl -0.737 -3.101 -1.912
C -1.969 -0.328 -2.518
C -0.505 2.418 -1.178
C -1.046 -0.791 0.446
H -1.868 0.763 -2.532
H -2.985 -0.579 -2.177
H -1.856 -0.713 -3.540
H -0.361 -1.363 1.086
H -2.079 -1.065 0.711
H -0.950 0.310 0.720
H -0.274 2.183 -2.228
H -0.300 3.484 -1.012
H -1.564 2.207 -0.979
C 0.636 0.793 5.561
N -0.716 0.834 5.099
C -1.238 -0.170 4.317
N -2.544 0.067 3.931
O -0.578 -1.159 3.973
H 1.327 0.679 4.715
H 0.789 -0.052 6.246
H 0.857 1.723 6.094
H -1.310 1.613 5.356
H -3.007 -0.737 3.499
H -3.093 0.643 4.555
```

Summary:
* multiplicity: 5
* ΔE to the lowest compared entry with this formula, charge and spin: 0.0 kcal/mol
* <S²>: 6.019
* E_HOMO (spin up / spin down): -4.6 / -8.2 eV